# 1
Below is a single C14H17N3OS molecule, with properties calculated with ωB97M-V with the def2-TZVPD basis set.

```
! RIJCOSX wB97M-V def2-TZVPD def2/J DEFGRID3
* xyz 0 1
C -4.880 -0.001 -0.197
H 4.615 -3.213 -0.488
C 3.232 1.952 0.104
C 3.101 -1.742 -0.844
N 0.534 1.848 1.203
H 1.992 3.542 -0.628
C 2.728 -0.415 -0.703
C 2.003 2.448 -0.662
H 5.476 0.745 0.855
O -3.068 0.685 -1.626
H -4.173 -3.233 0.900
H -4.497 -1.879 -1.174
H 2.052 2.150 -1.711
C 5.180 -1.277 0.237
C -4.892 -1.538 -0.215
H 3.058 2.126 1.169
H -3.027 -1.901 0.832
C 0.736 1.963 -0.058
H 1.764 -0.107 -1.077
H 4.095 2.553 -0.195
H 6.140 -1.606 0.608
C -1.432 1.208 0.503
H -5.928 -1.873 -0.141
H -5.219 0.364 0.774
S -0.669 1.523 -1.034
C 3.575 0.499 -0.093
C -3.498 0.517 -0.508
C -4.082 -2.150 0.921
H -3.073 0.616 1.532
H -5.553 0.366 -0.972
N -2.725 0.770 0.597
H -4.444 -1.799 1.886
C 4.326 -2.178 -0.376
H 2.427 -2.436 -1.325
C 4.806 0.046 0.375
N -0.681 1.423 1.532
*
```

The calculation puts the energy relative to the best compared isomer or geometry (same formula, charge and spin) at 32.6 kcal per mole. For the gap between HOMO and LUMO, the calculation gives 9.570 eV. The SMILES is CCCC(=O)Nc1nnc(CCc2ccccc2)s1.

---

# 2
Below is a molecular structure, C14H17N3PbS, with properties calculated with ωB97M-V with the def2-TZVPD basis set.

```
! RIJCOSX wB97M-V def2-TZVPD def2/J DEFGRID3
* xyz 2 1
N -0.219 -0.332 8.827
C 0.100 -2.477 -1.507
H 0.148 -4.425 -2.394
C -0.305 0.374 5.098
H -0.163 -2.823 -0.500
C 0.271 -0.291 7.714
S 1.170 -0.206 6.287
C 0.743 -1.450 -3.991
C 0.405 2.922 -1.844
H 0.879 4.716 -2.919
C 0.276 -3.346 -2.567
H -3.010 0.445 0.491
H 1.364 0.932 -4.998
H -1.165 -1.368 5.361
H -0.105 0.611 4.021
H 0.312 -2.056 5.342
C -2.443 0.213 -0.424
Pb -0.277 0.356 0.088
C 0.554 -0.608 -2.881
H 0.970 -1.007 -4.947
H 0.101 3.427 -0.925
H -1.354 0.501 5.378
C 1.194 2.917 -4.120
H -0.054 1.472 5.432
H -2.677 0.937 -1.214
C 0.680 0.857 -2.971
C 0.824 3.638 -2.969
H 0.745 -3.496 -4.677
C -0.172 -1.020 5.045
H 1.529 3.445 -5.010
N 0.353 1.572 -1.845
H 0.039 -1.176 3.979
C 0.596 -2.842 -3.824
N 0.268 -1.137 -1.660
H -2.665 -0.809 -0.760
C 1.090 1.534 -4.119
*
```

For the gap between HOMO and LUMO, the calculation gives 5.258 eV.

---

# 3
Below is a single C14H17N3S2 molecule, with properties calculated with ωB97M-V with the def2-TZVPD basis set.

```
! RIJCOSX wB97M-V def2-TZVPD def2/J DEFGRID3
* xyz 0 1
H -2.236 0.334 1.625
H -1.422 0.929 -3.969
C -0.050 -1.700 -2.161
H -3.703 0.436 0.615
N 0.914 -1.940 1.248
H 0.060 1.316 3.218
H -0.826 -2.411 -2.464
C -2.621 0.299 0.608
H 0.921 -2.055 -2.535
H 2.227 0.212 3.555
C 1.242 -2.023 -0.063
N 0.078 -1.702 -0.725
H 0.305 0.448 -2.311
H 1.095 2.122 -0.841
H 3.834 0.031 1.682
C -0.330 -0.332 -2.702
C 1.349 1.691 0.118
C 2.562 1.055 0.301
H -2.926 -1.806 0.370
H -0.685 3.510 0.552
C -0.862 -1.423 0.229
H 1.532 -2.065 2.031
C 1.982 0.622 2.585
C -1.264 -0.067 -3.596
C -2.270 -1.036 -0.046
H -2.436 -0.971 -1.121
N -0.373 -1.557 1.422
S 2.685 -2.430 -0.723
S -1.924 1.719 -0.311
H -1.438 2.587 1.871
C -0.856 2.510 0.953
C 0.760 1.246 2.397
H 3.258 0.969 -0.519
H -1.904 -0.837 -3.996
C 0.438 1.796 1.164
C 2.884 0.525 1.540
*
```

The calculation puts the energy relative to the best compared isomer or geometry (same formula, charge and spin) at 0.0 kcal per mole. For the gap between HOMO and LUMO, the calculation gives 8.485 eV. The SMILES is C=CCn1c(CCSCc2ccccc2)n[nH]c1=S.

---

E_LUMO in eV, matching the order above: 0.68; -8.73; 0.64
Max |F| in eV Å⁻¹, matching the order above: 1.71; 12.30; 1.14
Total energy in hartree, matching the order above: -1181.39085; -1298.10489; -1504.31603